1.
A cluster of 9 separate species, C34H94N8O10 in total at a distorted geometry, computed with ωB97M-V/def2-TZVPD.

Results
charge	-1
HOMO-LUMO gap (spin up / spin down)	1.61 / 8.78	eV
LUMO (spin up / spin down)	2.176 / 2.084	eV
highest occupied orbital energy (spin up / spin down)	0.6 / -6.7	eV
maximum force	0.0753	hartree/bohr
2S+1	2

Element x y z (Å)
C  -0.445469  3.167798  -5.728014
C  -1.138458  2.036654  -5.063634
C  -2.394797  2.454217  -4.316291
O  -1.981788  3.334642  -3.205647
C  -3.096987  3.920584  -2.551963
N  -1.430845  0.961379  -6.043718
H  -0.982697  3.351780  -6.658418
H  0.612493  2.931587  -5.842136
H  -0.394626  4.075716  -5.127021
H  -0.487357  1.690193  -4.261058
H  -2.781247  1.574599  -3.801492
H  -3.179053  2.849637  -4.961796
H  -4.078384  3.450027  -2.611469
H  -3.262299  4.871148  -3.059119
H  -3.011325  4.180194  -1.496808
H  -0.616603  0.447409  -6.348607
H  -1.771063  1.416889  -6.878500
C  -1.429778  -3.852879  6.038315
C  -0.347685  -2.766807  5.901257
C  -0.587295  -1.903555  4.600824
O  -0.657933  -2.486439  3.309281
C  0.486258  -3.292825  2.982690
N  -0.496988  -1.820012  6.994304
H  -1.386470  -4.511287  6.905915
H  -1.455932  -4.573202  5.220671
H  -2.403337  -3.370275  5.952498
H  0.643274  -3.220124  5.925520
H  0.229273  -1.186449  4.516701
H  -1.455387  -1.257250  4.730449
H  1.371467  -2.657239  3.005940
H  0.447187  -3.869466  2.058530
H  0.564997  -4.110691  3.698932
H  0.325786  -1.240951  6.905782
H  -1.419950  -1.420010  7.085087
C  5.353321  4.653427  7.810974
C  4.814157  3.234239  7.618137
C  4.661982  2.765613  6.158274
O  3.562947  3.488742  5.595409
C  2.846142  2.723239  4.639389
N  5.910893  2.387207  8.204985
H  5.656648  4.787965  8.849242
H  4.700371  5.436210  7.424961
H  6.150313  4.840890  7.091416
H  4.006864  3.172079  8.347866
H  4.430291  1.700599  6.171840
H  5.517190  2.764111  5.482469
H  2.370274  1.842438  5.070480
H  3.586053  2.490690  3.873524
H  2.019328  3.327891  4.266739
H  5.683297  1.459344  7.877312
H  6.748733  2.540947  7.662322
C  -0.960580  -0.679342  -1.658951
C  -0.277802  -1.203059  -0.405887
C  0.916566  -0.269565  0.063202
O  1.280872  -0.490268  1.445836
C  2.058853  0.495281  2.096419
N  -1.293284  -1.349666  0.592097
H  -0.160070  -0.741430  -2.396136
H  -1.204210  0.382098  -1.613168
H  -1.771749  -1.327700  -1.990203
H  0.128717  -2.208842  -0.511904
H  0.578986  0.757945  -0.072341
H  1.784673  -0.411738  -0.580437
H  1.993015  0.422418  3.181988
H  1.697698  1.517454  1.983106
H  3.094026  0.507273  1.755299
H  -1.631564  -0.464585  0.941796
H  -0.927727  -1.756334  1.441269
C  6.439526  3.379076  1.958542
C  6.054953  2.428176  0.831334
C  6.469074  0.961631  1.195927
O  7.924672  0.678989  1.362017
C  8.815541  1.535373  0.596056
N  4.636725  2.589088  0.538514
H  7.450765  3.410529  2.364133
H  5.828361  3.148080  2.831022
H  6.130161  4.397788  1.724834
H  6.690329  2.797658  0.026423
H  5.961295  0.423728  0.395344
H  5.885976  0.579520  2.033834
H  9.782496  1.032437  0.608398
H  8.964306  2.526443  1.024711
H  8.471935  1.636769  -0.433384
H  4.376238  2.033473  -0.263694
H  4.429486  3.562229  0.364917
C  -1.587806  2.868589  0.910411
C  -1.963361  2.332216  2.286749
C  -3.477511  2.683820  2.575725
O  -3.816964  2.140070  3.859197
C  -4.779156  1.087732  3.980060
N  -1.763170  0.897586  2.382400
H  -2.251604  2.446794  0.155720
H  -0.544504  2.635263  0.697832
H  -1.711880  3.944415  0.786726
H  -1.397648  2.849817  3.061438
H  -4.116033  2.296365  1.781837
H  -3.450135  3.772680  2.533923
H  -4.677298  0.272745  3.263453
H  -5.804823  1.418832  3.817300
H  -4.750348  0.623274  4.965729
H  -2.310501  0.649370  3.194137
H  -0.790643  0.676088  2.541298
C  0.636831  -1.368463  -5.002628
C  1.181573  -2.597269  -5.881725
C  0.625426  -4.025819  -5.479566
O  1.100799  -4.473276  -4.217737
C  1.138376  -5.867896  -4.174173
N  0.690839  -2.159482  -7.188114
H  0.851471  -1.668021  -3.976818
H  -0.433795  -1.202898  -4.882397
H  1.142037  -0.428853  -5.226205
H  2.268012  -2.521037  -5.925828
H  1.174055  -4.566058  -6.251084
H  -0.436819  -4.117901  -5.706011
H  1.799731  -6.411934  -4.848515
H  0.104379  -6.206661  -4.238870
H  1.473518  -6.109438  -3.165489
H  -0.295879  -2.370439  -7.143520
H  0.966409  -2.845770  -7.875992
C  -4.745184  -4.471449  -6.090365
C  -3.915402  -3.814473  -4.947459
C  -3.458809  -2.369691  -5.211083
O  -4.684038  -1.625387  -5.569897
C  -4.486398  -0.236585  -5.663588
N  -4.658264  -3.914740  -3.619500
H  -4.157270  -4.589734  -7.000567
H  -5.653868  -3.968756  -6.421532
H  -5.070210  -5.460644  -5.767947
H  -2.996792  -4.385596  -4.812938
H  -2.673383  -2.385104  -5.966717
H  -3.033167  -2.012969  -4.273173
H  -3.685571  0.067867  -6.337457
H  -4.247479  0.296972  -4.743628
H  -5.414104  0.142243  -6.092469
H  -4.125990  -3.597482  -2.821919
H  -5.577998  -3.502888  -3.687027
C  -4.580427  -1.027117  -0.108726
C  -5.806198  -1.010448  -0.939862
O  -6.807084  -1.719492  -0.207679
O  -3.900122  -2.308601  -0.292260
H  -4.717294  -0.795793  0.947620
H  -3.743327  -0.390441  -0.395099
H  -5.714262  -1.438229  -1.938183
H  -6.060394  0.046988  -1.012691
H  -7.510471  -1.076165  -0.093731
H  -2.994112  -2.198277  0.005352

Force components x, y, z for each atom (eV/Å):
C 0.60 0.99 0.09
C 0.01 -0.61 0.45
C 0.56 -0.29 1.63
O -0.91 -0.82 -0.60
C -0.52 1.40 -0.72
N -0.37 0.33 0.64
H 0.45 0.39 -0.27
H -0.05 -0.21 -0.73
H -0.48 0.08 0.10
H 0.08 -0.56 -0.09
H -0.28 -0.23 -0.30
H -0.02 0.55 0.00
H 0.21 -0.97 -0.34
H -0.17 0.41 0.01
H 0.98 -0.45 0.03
H 0.32 0.07 0.27
H -0.19 0.03 -0.22
C -0.08 -0.28 -0.81
C -2.09 -0.14 -0.83
C 1.24 -0.14 -0.37
O -0.37 -1.31 -0.35
C -0.07 0.00 1.11
N 1.38 -1.32 0.26
H 0.19 0.60 0.43
H 0.38 0.18 -0.45
H -0.18 0.05 0.40
H 0.05 0.23 0.00
H 0.51 0.23 0.47
H -0.43 -0.47 0.00
H 0.20 -0.15 -0.11
H -0.68 0.86 -0.50
H 0.26 0.11 0.51
H -0.68 1.03 0.61
H 0.41 0.47 -0.28
C -0.31 0.39 -1.51
C 3.04 0.42 0.39
C -2.41 0.31 0.61
O -0.03 -0.22 0.38
C 0.42 0.67 0.12
N -0.66 -0.39 -0.32
H 0.00 0.22 -0.22
H -0.75 -0.06 0.69
H 0.84 -0.41 0.38
H -0.71 -0.64 -0.93
H -0.43 -0.33 0.23
H 0.63 0.83 0.36
H 0.32 -0.36 0.17
H -0.52 -0.46 -0.59
H 0.27 0.20 -0.25
H -0.12 -0.71 0.49
H 0.42 0.56 -0.04
C 1.96 -0.31 -0.65
C 0.42 0.47 1.31
C -0.46 -0.05 0.17
O -0.78 -0.30 -0.28
C -0.05 0.60 -0.35
N -0.75 -0.51 0.83
H -0.22 0.16 -0.60
H -0.43 -0.06 0.31
H -0.13 0.20 0.22
H 0.13 -0.03 -0.64
H 0.03 0.31 0.14
H 0.18 -0.07 -0.09
H 0.13 -0.97 0.06
H -0.35 0.28 -0.77
H 0.13 -0.14 0.09
H -0.19 0.50 -0.23
H 0.13 -0.31 0.12
C -1.18 0.41 1.19
C 1.86 0.54 1.20
C -0.21 0.75 -1.03
O -1.64 1.27 -0.58
C -0.56 -0.98 0.33
N 0.47 -0.80 0.69
H 0.22 -0.31 -0.65
H -0.19 -0.19 0.18
H 0.21 0.21 -0.26
H -0.03 -0.51 -0.64
H 0.90 -0.79 -0.67
H 0.66 0.37 0.69
H -0.06 -0.09 -0.04
H -0.27 0.05 0.14
H 0.07 -0.03 -0.07
H -0.17 0.04 -0.29
H -0.10 0.07 -0.15
C -0.11 -0.04 0.06
C -1.20 0.68 -0.32
C 1.75 -1.21 -0.01
O -0.34 0.01 0.28
C -0.30 0.19 -0.74
N -0.69 0.51 -0.11
H 0.20 -0.43 -0.14
H -0.05 -0.04 -0.24
H 0.11 0.19 0.43
H 0.13 0.25 0.12
H -0.12 -0.12 -0.03
H -0.74 0.12 0.54
H 0.59 -0.02 -0.29
H -0.13 0.49 0.10
H 0.42 0.42 0.12
H 0.27 -0.58 0.31
H 0.20 -0.17 0.14
C 1.15 -2.04 1.51
C -2.36 2.62 1.26
C 2.65 1.50 -0.92
O -0.15 0.91 -1.18
C -0.68 -0.39 1.63
N -0.18 -1.39 -0.69
H 0.58 0.38 0.30
H -0.25 -0.32 -1.05
H 0.06 -0.20 -0.12
H -0.03 -0.48 0.45
H -0.27 -0.88 -0.23
H -0.32 0.02 0.60
H 0.03 0.46 -0.57
H -0.03 -0.60 -0.31
H 0.03 -0.10 0.05
H -0.68 0.56 -0.10
H 0.53 -0.13 -0.61
C 0.26 -0.03 0.38
C -1.15 0.36 1.25
C -2.02 -0.52 0.00
O 2.14 -0.66 0.48
C -0.32 0.44 -0.81
N 0.51 -0.82 -1.95
H 0.28 -0.01 0.05
H 0.10 0.51 0.47
H 0.20 -0.08 0.07
H 0.04 -0.23 -0.02
H -0.15 0.54 -0.51
H 0.01 0.41 0.00
H 0.15 -0.43 -0.17
H -0.23 -0.39 0.48
H -0.11 0.22 0.22
H -0.12 0.31 -0.01
H 0.19 0.27 0.18
C 3.46 -1.65 -0.53
C -0.18 0.54 0.80
O -0.61 0.30 -0.31
O -1.84 -0.21 0.05
H -0.69 -0.23 0.11
H -0.64 1.17 -0.54
H 0.40 -0.01 0.08
H -0.39 0.15 -0.34
H -0.26 -0.34 0.18
H 0.87 0.29 0.42

***

2.
The molecule C4H5Br2F at a distorted geometry, computed with ωB97M-V/def2-TZVPD.

Results
charge	0
HOMO-LUMO gap (spin up / spin down)	8.10 / 8.16	eV
LUMO (spin up / spin down)	0.334 / 0.455	eV
highest occupied orbital energy (spin up / spin down)	-7.8 / -7.7	eV
maximum force	0.0858	hartree/bohr
2S+1	1

Element x y z (Å)
C  0.677269  0.508469  0.015969
C  0.963496  0.875523  -1.383943
C  2.150672  -0.073357  0.138917
C  -0.497188  -0.369637  0.442632
F  1.546329  2.061576  -1.579432
Br  3.667666  1.030551  0.395903
Br  2.425988  -1.880616  -0.302497
H  0.746028  1.359867  0.558661
H  0.563673  0.314058  -2.201479
H  -0.503655  -1.178682  -0.182748
H  -1.338479  0.150377  0.317741
H  -0.257410  -0.812721  1.352373

Force components x, y, z for each atom (eV/Å):
C 1.60 -1.49 -0.81
C 0.83 -1.33 2.66
C -2.18 0.78 -2.16
C 4.32 0.27 -0.86
F -0.41 -0.07 -0.45
Br -0.63 -0.37 0.00
Br 0.19 -0.13 0.04
H -0.21 2.79 1.97
H 0.45 -0.04 -0.72
H -0.32 -2.18 -1.97
H -3.50 1.94 0.17
H -0.14 -0.17 2.11

***

3.
The molecule C3H9N3O at a distorted geometry, computed with ωB97M-V/def2-TZVPD.

Results
charge	0
HOMO-LUMO gap	6.61	eV
LUMO	0.723	eV
highest occupied orbital energy	-5.9	eV
maximum force	0.0411	hartree/bohr
2S+1	1

Element x y z (Å)
C  -0.927651  -0.520227  -0.119620
N  1.320275  -0.264609  -0.584039
C  0.088980  0.460935  -0.179571
N  2.182542  -0.700020  0.483784
N  -2.300814  -0.190747  0.083300
C  0.118900  1.819120  -0.210231
O  -0.570397  -1.724015  0.593560
H  -1.296158  -1.905344  1.205436
H  1.873094  0.274183  -1.254539
H  0.756202  -1.102980  -1.034627
H  1.638362  -1.386742  1.006909
H  2.320053  0.093896  1.106459
H  -2.848980  -0.365124  -0.751722
H  -2.504411  0.777534  0.339448
H  0.924278  2.356049  -0.690235
H  -0.774275  2.378092  0.005689

Force components x, y, z for each atom (eV/Å):
C -0.33 0.53 0.04
N -0.76 -1.15 0.28
C -0.98 -0.12 -0.55
N 0.38 -0.26 0.03
N -0.25 0.42 -0.04
C 0.08 -0.27 -0.15
O 0.24 -0.17 -0.09
H 0.03 0.18 -0.05
H -0.19 -0.32 0.04
H 1.59 1.32 0.44
H -0.14 0.09 -0.14
H -0.16 0.05 -0.22
H 0.07 -0.10 0.07
H 0.40 -0.37 0.16
H 0.07 0.04 -0.10
H -0.04 0.13 0.28

***

Result set for energy: -69168.82909, -147027.69552, -9770.21813 eV, one per record in the order listed.
Result set for ΔE to the lowest compared entry with this formula, charge and spin: 41.9, 51.2, 122.7 kcal/mol, one per record in the order listed.